(1)
{
  "formula": "C36H36Cl2NO3OsP2",
  "method": "wB97M-V/def2-TZVPD",
  "charge": 1,
  "orbital_gap_ev": [8.51, 4.41],
  "spin_multiplicity": 5,
  "homo_ev": [-10.83, -10.24],
  "de_lowest_kj_mol": 92.30,
  "symbols": ["Os", "C", "P", "C", "C", "C", "C", "C", "C", "C", "C", "C", "C", "C", "C", "C", "C", "C", "C", "C", "P", "C", "C", "C", "C", "C", "C", "C", "C", "C", "C", "C", "C", "N", "H", "H", "H", "H", "H", "H", "H", "H", "H", "H", "H", "H", "H", "H", "H", "H", "H", "H", "H", "H", "H", "H", "H", "H", "H", "H", "C", "C", "C", "C", "O", "H", "H", "H", "H", "H", "H", "H", "H", "H", "Cl", "C", "Cl", "C", "O", "O", "H"],
  "xyz": [[0.222, 0.078, 0.441], [-0.232, 2.386, 2.740], [-0.252, 2.380, 0.870], [0.915, 3.675, 0.363], [0.530, 4.805, -0.353], [1.487, 5.729, -0.739], [2.824, 5.514, -0.447], [3.213, 4.376, 0.244], [2.263, 3.457, 0.650], [-1.908, 3.011, 0.472], [-2.705, 2.259, -0.382], [-3.965, 2.707, -0.736], [-4.431, 3.911, -0.235], [-3.643, 4.663, 0.623], [-2.384, 4.216, 0.985], [-0.513, 1.000, 3.202], [-0.997, 0.521, 4.415], [-0.950, -0.875, 4.350], [-0.448, -1.207, 3.091], [-0.104, -2.529, 2.508], [0.064, -2.271, 0.680], [1.172, -3.505, -0.041], [1.405, -4.738, 0.556], [2.301, -5.616, -0.026], [2.959, -5.274, -1.196], [2.732, -4.044, -1.789], [1.845, -3.157, -1.207], [-1.622, -2.804, 0.220], [-1.926, -4.131, -0.060], [-3.247, -4.520, -0.190], [-4.261, -3.586, -0.056], [-3.962, -2.254, 0.193], [-2.644, -1.865, 0.332], [-0.212, -0.058, 2.383], [-0.945, 3.104, 3.153], [0.779, 2.684, 3.041], [-0.507, 4.968, -0.608], [1.190, 6.618, -1.274], [3.567, 6.231, -0.762], [4.257, 4.204, 0.459], [2.563, 2.553, 1.158], [-2.316, 1.321, -0.765], [-4.580, 2.119, -1.399], [-5.409, 4.270, -0.518], [-4.011, 5.602, 1.010], [-1.773, 4.808, 1.654], [-1.320, 1.120, 5.242], [-1.231, -1.565, 5.122], [-0.852, -3.293, 2.742], [0.869, -2.869, 2.878], [0.894, -5.001, 1.469], [2.495, -6.574, 0.429], [3.662, -5.962, -1.640], [3.252, -3.784, -2.700], [1.688, -2.174, -1.630], [-1.128, -4.853, -0.161], [-3.485, -5.556, -0.377], [-5.289, -3.897, -0.139], [-4.757, -1.531, 0.296], [-2.393, -0.824, 0.548], [-0.315, 1.550, -3.158], [0.326, 0.190, -2.812], [1.733, 0.127, -3.437], [-0.561, -0.949, -3.357], [0.456, 0.072, -1.451], [-0.231, 1.727, -4.225], [0.205, 2.344, -2.625], [-1.367, 1.559, -2.886], [1.680, 0.274, -4.511], [2.195, -0.836, -3.234], [2.348, 0.904, -2.990], [-0.706, -0.824, -4.426], [-1.532, -0.935, -2.864], [-0.098, -1.915, -3.171], [4.664, -1.378, -0.893], [4.487, -1.100, 0.844], [4.932, -2.534, 1.762], [2.995, -0.751, 1.041], [2.253, -1.624, 1.497], [2.652, 0.392, 0.691], [5.137, -0.269, 1.121]],
  "atomic_forces_ev_per_a": [[1.85, -0.22, -0.88], [0.21, -0.23, -0.14], [-0.58, 1.49, 1.01], [0.03, -0.38, -0.21], [-0.07, -0.09, 0.04], [0.04, 0.07, -0.05], [0.00, -0.01, 0.03], [0.04, 0.05, 0.01], [-0.09, -0.04, 0.03], [0.19, -0.42, -0.16], [0.18, -0.06, 0.05], [-0.09, 0.00, -0.01], [-0.03, -0.06, -0.09], [0.08, 0.05, 0.10], [0.03, -0.07, 0.01], [-0.59, 0.61, 0.78], [0.27, 0.44, -0.66], [0.29, -0.15, -0.67], [-0.22, -0.24, 0.40], [0.38, -0.04, -0.14], [-1.19, -1.81, 0.65], [0.09, 0.42, -0.25], [-0.12, 0.17, 0.06], [0.02, -0.11, 0.00], [0.01, 0.05, -0.05], [-0.04, -0.13, -0.08], [-0.21, 0.03, 0.04], [0.23, 0.31, -0.19], [0.14, 0.05, 0.00], [-0.05, -0.06, 0.01], [-0.03, 0.06, 0.01], [-0.15, -0.05, 0.01], [0.22, 0.15, 0.00], [0.09, -0.34, -0.05], [0.12, -0.03, -0.15], [-0.08, 0.08, -0.09], [-0.05, 0.02, -0.03], [-0.05, 0.04, -0.06], [0.04, 0.06, -0.02], [0.05, -0.03, 0.03], [0.09, -0.02, 0.05], [-0.14, 0.00, -0.08], [-0.08, -0.06, -0.09], [-0.07, 0.02, 0.00], [-0.01, 0.05, 0.04], [0.03, 0.05, 0.03], [-0.06, 0.16, 0.19], [-0.04, -0.16, 0.09], [0.05, 0.14, -0.17], [-0.05, 0.06, -0.06], [-0.02, -0.10, 0.16], [-0.02, -0.10, 0.11], [0.06, -0.09, -0.04], [0.04, 0.09, -0.02], [0.04, -0.01, -0.07], [-0.02, -0.09, -0.03], [-0.03, -0.06, -0.06], [-0.16, -0.04, -0.05], [-0.06, 0.06, -0.01], [-0.19, -0.15, 0.01], [0.16, -0.38, 0.40], [-0.11, 0.09, -2.25], [-0.36, 0.03, 0.39], [0.25, 0.28, 0.43], [-0.06, 0.09, 2.13], [0.00, 0.03, -0.14], [0.05, 0.14, 0.01], [-0.13, 0.04, 0.05], [-0.01, 0.00, -0.09], [0.08, -0.08, -0.02], [0.13, 0.07, -0.04], [0.00, 0.00, -0.11], [-0.12, 0.02, 0.03], [0.04, -0.10, -0.02], [0.29, 0.09, -0.31], [-0.28, 0.10, 0.26], [0.17, 0.09, 0.01], [0.98, -0.57, 0.47], [-0.20, -0.11, 0.13], [-1.07, 0.95, -0.59], [-0.13, -0.18, -0.04]]
}

=====

(2)
{
  "formula": "C30H42Br2HfN2P2",
  "method": "wB97M-V/def2-TZVPD",
  "charge": 4,
  "orbital_gap_ev": [2.67, 2.67],
  "homo_ev": [-18.49, -18.49],
  "symbols": ["C", "C", "C", "C", "N", "C", "C", "C", "C", "C", "C", "C", "C", "C", "Hf", "P", "H", "H", "H", "H", "H", "H", "H", "H", "C", "C", "H", "H", "H", "H", "H", "C", "C", "H", "H", "H", "H", "H", "C", "C", "H", "H", "H", "H", "H", "Br", "P", "C", "C", "H", "H", "H", "H", "H", "C", "C", "H", "H", "H", "H", "H", "C", "C", "H", "H", "H", "H", "H", "Br", "C", "C", "C", "C", "N", "C", "H", "H", "H", "H"],
  "xyz": [[-0.331, 6.577, -5.811], [-0.555, 5.273, -6.294], [-0.824, 5.120, -7.664], [-0.950, 6.262, -8.464], [-0.779, 7.482, -7.973], [-0.474, 7.657, -6.696], [-0.557, 4.122, -5.411], [-0.830, 3.092, -4.793], [-1.183, 2.150, -3.802], [-0.214, 2.112, -2.769], [-0.827, 2.247, -1.455], [-1.962, 1.333, -1.341], [-2.900, 1.236, -2.341], [-2.491, 1.680, -3.606], [-0.177, 0.298, -0.732], [2.106, -0.729, -1.396], [-0.948, 4.131, -8.088], [-0.074, 6.758, -4.768], [-1.197, 6.171, -9.522], [-0.341, 8.678, -6.339], [-3.205, 1.750, -4.425], [0.806, 2.462, -2.987], [-3.910, 0.863, -2.178], [-0.597, 3.094, -0.778], [2.106, -2.300, -0.393], [2.896, -3.494, -0.935], [1.050, -2.591, -0.256], [2.481, -1.996, 0.598], [2.974, -4.278, -0.166], [2.400, -3.940, -1.812], [3.923, -3.206, -1.188], [2.449, -1.016, -3.161], [2.946, 0.205, -3.926], [1.488, -1.338, -3.582], [3.129, -1.879, -3.255], [2.829, 0.046, -5.001], [2.380, 1.109, -3.686], [4.002, 0.397, -3.727], [3.621, 0.120, -0.843], [4.857, -0.726, -1.095], [3.490, 0.368, 0.220], [3.651, 1.063, -1.405], [5.757, -0.135, -0.905], [4.895, -1.581, -0.418], [4.917, -1.096, -2.123], [-1.845, -1.266, 0.269], [-2.162, -2.985, -3.915], [-0.358, -3.113, -3.505], [0.227, -4.462, -3.937], [-0.200, -2.905, -2.431], [0.132, -2.319, -4.086], [1.320, -4.415, -4.050], [0.000, -5.246, -3.204], [-0.191, -4.768, -4.907], [-2.991, -2.950, -2.276], [-4.445, -3.427, -2.267], [-2.917, -1.917, -1.907], [-2.391, -3.576, -1.601], [-4.841, -3.416, -1.242], [-5.099, -2.803, -2.896], [-4.513, -4.466, -2.610], [-2.344, -1.242, -4.512], [-2.685, -1.189, -6.001], [-1.426, -0.680, -4.281], [-3.156, -0.802, -3.919], [-2.915, -0.164, -6.308], [-1.843, -1.533, -6.612], [-3.564, -1.803, -6.230], [-2.238, 2.229, 4.437], [-0.738, 2.096, 3.268], [0.464, 2.703, 3.611], [1.487, 2.672, 2.666], [1.335, 1.993, 1.459], [0.174, 1.346, 1.142], [-0.885, 1.485, 2.022], [0.560, 3.226, 4.555], [2.415, 3.212, 2.849], [2.150, 1.900, 0.733], [-1.838, 1.074, 1.688]],
  "atomic_forces_ev_per_a": [[0.28, 0.71, 0.29], [0.43, -0.76, 0.91], [-0.63, -0.10, -0.69], [0.20, -0.93, 0.46], [-0.12, 0.45, -0.34], [0.14, -0.72, 0.86], [-0.51, 1.25, -1.52], [-0.47, -1.04, 0.51], [0.23, 0.95, -1.84], [0.57, 1.59, 3.57], [-1.02, 1.39, -4.26], [0.04, 3.53, -0.14], [0.11, -0.44, 0.61], [-0.76, 0.09, -1.08], [-0.05, -3.38, 3.67], [1.95, -0.76, -0.40], [-0.06, 0.11, -0.03], [-0.12, -0.04, -0.27], [0.12, 0.05, 0.22], [-0.02, -0.22, -0.14], [0.06, 0.09, 0.12], [-0.52, -0.09, 0.24], [0.24, -0.45, -0.13], [0.12, -0.94, 0.20], [-0.71, 0.03, 0.14], [0.26, -0.21, -0.27], [0.29, -0.05, 0.14], [-0.12, 0.00, -0.25], [-0.18, 0.32, -0.18], [0.28, 0.19, 0.27], [-0.35, -0.24, -0.10], [-0.66, -0.68, -0.39], [0.24, 0.08, -0.07], [0.41, 0.02, 0.00], [-0.17, 0.32, 0.05], [0.11, -0.07, 0.14], [0.03, 0.01, 0.07], [-0.14, 0.07, -0.06], [-0.41, 0.71, 0.18], [0.49, -0.16, 0.15], [0.26, -0.09, -0.20], [0.14, -0.07, 0.17], [-0.14, -0.01, -0.04], [0.04, 0.11, -0.05], [0.02, 0.10, 0.16], [0.69, -0.09, -0.19], [0.83, 1.57, 1.58], [0.00, -0.17, -0.69], [0.23, -0.47, 0.07], [-0.22, -0.12, -0.17], [-0.36, -0.24, -0.02], [-0.34, 0.03, 0.07], [0.01, 0.12, -0.24], [0.22, 0.04, 0.27], [-0.38, -0.92, 0.12], [-0.38, -0.13, 0.08], [0.02, -0.19, -0.42], [-0.07, 0.02, -0.22], [0.12, 0.11, -0.29], [0.21, -0.21, 0.19], [-0.01, 0.26, 0.00], [-0.76, -0.12, -0.62], [0.03, 0.34, -0.35], [0.16, -0.21, -0.02], [-0.04, -0.30, -0.13], [0.04, -0.13, 0.00], [-0.19, -0.01, 0.06], [0.23, 0.13, 0.06], [0.71, -0.18, -0.62], [-1.20, 0.01, -0.10], [0.08, -0.12, -0.59], [0.44, 0.10, -0.48], [-0.08, -0.34, 0.33], [-0.43, 0.69, 0.87], [0.47, -0.25, 0.04], [0.13, -0.05, -0.03], [-0.12, -0.24, 0.00], [-0.25, 0.23, 0.35], [0.31, 0.14, 0.38]]
}

=====

(3)
{
  "formula": "C5H11N",
  "method": "wB97M-V/def2-TZVPD",
  "charge": 0,
  "orbital_gap_ev": 9.53,
  "smiles": "C#CN(C)C.C",
  "homo_ev": -8.57,
  "de_lowest_kj_mol": 260.63,
  "symbols": ["C", "C", "C", "N", "H", "H", "H", "H", "H", "H", "H", "H", "H", "C", "C", "H", "H"],
  "xyz": [[-0.210, -0.825, 2.422], [-1.314, 0.032, -0.935], [0.973, -0.782, -1.096], [0.080, 0.243, -0.583], [-1.914, 0.840, -0.521], [0.688, -1.739, -0.658], [0.310, -0.439, 3.290], [0.081, -1.856, 2.262], [-1.279, -0.783, 2.591], [-1.475, -0.004, -2.020], [-1.644, -0.908, -0.491], [1.994, -0.551, -0.795], [0.941, -0.860, -2.191], [0.524, 1.541, -0.835], [0.926, 2.673, -0.897], [1.292, 3.647, -1.022], [0.028, -0.229, 1.476]],
  "atomic_forces_ev_per_a": [[0.23, 0.74, -1.38], [-0.22, -0.01, 0.05], [0.17, -0.14, 0.01], [0.56, 1.80, -0.93], [0.00, -0.03, 0.00], [0.00, -0.01, -0.04], [0.12, 0.15, 0.06], [0.06, -0.24, 0.00], [-0.21, 0.00, 0.09], [0.04, -0.03, 0.05], [-0.01, -0.01, -0.04], [-0.02, -0.03, 0.01], [-0.04, 0.00, 0.06], [-0.38, -1.21, 0.67], [-0.23, -0.73, -0.14], [0.15, 0.52, -0.05], [-0.23, -0.77, 1.57]]
}

=====

(4)
{
  "formula": "C7H9CdO7P",
  "method": "wB97M-V/def2-TZVPD",
  "charge": 2,
  "orbital_gap_ev": 7.59,
  "homo_ev": -16.45,
  "symbols": ["O", "C", "Cd", "O", "C", "C", "O", "C", "O", "C", "O", "P", "O", "C", "O", "C", "H", "H", "H", "H", "H", "H", "H", "H", "H"],
  "xyz": [[-0.242, -3.739, -2.279], [-0.165, -2.595, -2.367], [-0.038, -0.385, -2.380], [-3.705, -0.283, -3.698], [-2.592, -0.333, -3.459], [2.101, -0.312, -3.562], [3.179, -0.302, -3.931], [-0.243, 1.745, -2.117], [-0.255, 2.892, -2.011], [-0.871, 2.178, 1.159], [-1.591, 1.047, 0.643], [-1.387, -0.528, 1.056], [-0.963, -0.508, 2.616], [0.273, -0.129, 3.279], [0.123, -0.740, 0.169], [1.430, -1.236, 0.594], [-1.260, 3.043, 0.612], [0.214, 2.099, 0.977], [-1.093, 2.307, 2.229], [0.888, 0.579, 2.695], [-0.050, 0.364, 4.203], [0.863, -1.029, 3.517], [2.128, -0.383, 0.701], [1.398, -1.841, 1.521], [1.858, -1.911, -0.168]],
  "atomic_forces_ev_per_a": [[0.33, 4.84, -0.38], [-0.46, -5.69, 0.44], [-0.28, -0.52, 0.78], [3.13, -0.15, 0.60], [-2.87, 0.13, -0.47], [3.52, 0.03, -1.07], [-3.40, -0.02, 1.05], [-0.16, 6.29, 0.63], [-0.01, -5.03, -0.43], [-0.10, 0.38, 0.17], [0.22, -0.93, -0.25], [0.32, 0.91, 0.97], [0.37, -0.26, -1.52], [0.08, 0.33, 0.38], [0.51, -0.12, -0.72], [0.40, -0.07, 0.20], [0.11, -0.12, 0.25], [-0.33, -0.10, 0.16], [0.22, -0.06, -0.39], [-0.41, -0.37, 0.14], [0.26, -0.19, -0.22], [-0.40, 0.39, -0.07], [-0.43, -0.44, 0.17], [-0.24, 0.56, -0.47], [-0.39, 0.23, 0.05]]
}